This record from the Open Molecules 2025 dataset describes a 6-piece molecular cluster, C17H41N3O8S2 overall at a distorted geometry. The level of theory is the ωB97M-V functional and the def2-TZVPD basis.

The geometry in ORCA input format:
```
! wB97M-V def2-TZVPD RIJCOSX def2/J DEFGRID3
* xyz 2 1
C 1.652 3.427 -3.995
C 1.745 2.567 -2.760
O 2.840 2.011 -2.487
N 0.616 2.582 -1.719
H -0.175 3.086 -2.093
H 0.287 1.544 -1.444
C 1.022 3.094 -0.458
H 1.684 2.833 -5.003
H 2.365 4.194 -4.062
H 0.817 3.939 -3.852
H 0.804 4.094 -0.378
H 2.042 2.861 -0.310
H 0.393 2.724 0.325
C -1.853 -3.601 -1.367
C -1.522 -2.780 -2.638
O -2.196 -3.055 -3.629
N -0.288 -1.898 -2.627
H -0.212 -1.497 -3.552
H -0.361 -0.977 -2.123
C 0.885 -2.391 -2.052
H -1.804 -3.040 -0.273
H -1.579 -4.481 -1.232
H -2.789 -3.575 -1.247
H 1.617 -1.645 -2.200
H 1.189 -3.414 -2.581
H 0.706 -2.402 -0.944
C -3.919 -0.002 -0.731
C -3.702 1.218 -1.456
O -4.548 2.160 -1.315
N -2.567 1.352 -2.345
H -2.351 2.407 -2.364
H -1.560 1.085 -2.000
C -2.742 0.793 -3.648
H -2.839 -0.384 -0.276
H -4.261 -0.948 -1.362
H -4.778 -0.013 0.030
H -2.752 -0.388 -3.640
H -2.003 0.887 -4.252
H -3.752 1.276 -3.959
O -0.512 0.178 -1.150
H -0.027 -0.165 -0.384
C -2.683 -1.128 4.529
C -1.237 -1.463 4.995
C -0.450 -0.397 4.684
S -0.947 -0.031 2.977
O -0.365 -1.077 2.118
O -0.761 1.372 2.638
C -2.652 -0.258 3.236
H -3.186 -0.586 5.337
H -3.258 -2.036 4.359
H -0.941 -2.280 4.521
H -1.143 -1.575 6.040
H 0.628 -0.987 4.718
H -0.562 0.398 5.367
H -3.188 -0.716 2.440
H -3.182 0.612 3.492
C 3.926 0.821 0.722
C 5.050 0.306 1.611
C 4.892 -1.102 1.830
S 3.100 -1.189 2.208
O 2.930 -0.616 3.495
O 2.584 -2.458 1.862
C 2.652 -0.068 1.048
H 4.051 0.621 -0.333
H 3.749 1.873 0.672
H 4.925 0.740 2.564
H 6.134 0.602 1.429
H 5.362 -1.366 2.707
H 5.092 -1.765 0.990
H 1.561 0.612 1.014
H 2.368 -0.529 0.253
*
```

Its LUMO energy is -6.527 eV. The value obtained for the HOMO-LUMO gap is 7.92 eV. As for the HOMO energy: -14.45 eV.